C42H28F15FeGeN4O2S4 as an isolated structure. Source: the OMol25 dataset; level of theory: ωB97M-V/def2-TZVPD.

Computed properties:
- Max |F|: 0.71 eV Å⁻¹
- Total energy: -8417.58756 Ha
- ΔE to the lowest compared entry with this formula, charge and spin: 1.5 kcal/mol
- HOMO-LUMO gap (spin up / spin down): 0.293 / 0.238 Ha
- HOMO energy (spin up / spin down): -0.4972 / -0.4971 Eh

ORCA input file:
```
! wB97M-V def2-TZVPD RIJCOSX def2/J DEFGRID3
* xyz 2 6
Ge -2.164 -3.041 -3.024
Fe -0.051 -0.248 -0.295
S -1.184 -1.579 -1.635
S 3.019 -0.231 -2.031
S -1.442 2.429 -2.120
S -0.149 -2.318 1.402
F -0.774 -8.926 -2.358
F -3.780 -2.910 -5.673
F -0.488 -1.525 -8.684
F -3.033 -2.300 -8.173
F -6.274 0.156 -3.325
F -3.666 -0.494 -3.618
F 1.338 -1.432 -6.666
F -1.128 -4.644 -0.525
F -8.014 -1.679 -2.349
F -1.733 -8.008 -4.721
F 0.643 -2.182 -4.206
F -2.322 -5.419 -5.022
F -4.552 -4.787 -1.885
F -7.156 -4.140 -1.632
F -0.462 -7.216 -0.261
O -0.614 1.451 -1.302
O 1.830 0.017 -1.109
N 2.066 -3.525 2.215
N -0.491 1.354 1.290
N 1.525 -0.156 1.537
N 2.252 -1.278 1.772
C 4.047 -2.464 -3.234
C 2.328 -4.218 -1.929
C 2.253 -2.857 -1.660
C 1.477 -2.400 1.822
C 0.066 4.293 -0.747
C -1.145 4.010 -1.362
C -1.721 -4.931 -2.790
C 0.548 1.856 1.980
C -0.745 6.513 -0.291
C -1.959 6.209 -0.891
C -1.632 2.038 1.277
C -1.267 -5.449 -1.590
C 2.560 0.335 -3.725
C -1.869 -5.832 -3.836
C -4.957 -3.571 -2.262
C -1.570 -7.176 -3.703
C -4.047 -2.661 -2.774
C -5.847 -1.057 -2.988
C -0.935 -6.780 -1.428
C -0.313 -2.158 -5.148
C 2.849 1.316 3.033
C -4.520 -1.406 -3.123
C -0.734 3.757 2.649
C -2.510 -2.568 -5.893
C 0.262 5.557 -0.213
C 0.469 3.064 2.649
C -2.168 4.945 -1.427
C 0.076 -1.803 -6.425
C -1.809 3.231 1.962
C -2.150 -2.243 -7.189
C -6.738 -1.995 -2.486
C -6.297 -3.256 -2.119
C -1.087 -7.651 -2.493
C -0.848 -1.848 -7.453
C 3.242 -4.697 -2.855
C -0.517 2.699 -3.673
C 1.107 0.780 -3.818
C 3.099 -1.995 -2.330
C 0.938 2.270 -3.555
C 4.107 -3.820 -3.502
C 1.716 0.950 2.130
C -1.607 -2.533 -4.838
H 0.504 0.208 -3.117
H 4.737 -1.782 -3.718
H 1.518 -2.477 -0.963
H 1.528 2.837 -4.279
H -0.626 3.763 -3.878
H -1.044 2.140 -4.447
H 1.319 2.520 -2.563
H -0.580 7.500 0.121
H 0.835 3.535 -0.673
H -2.445 1.598 0.713
H 3.629 0.560 3.060
H -0.828 4.688 3.192
H 1.202 5.797 0.265
H 3.246 1.153 -3.947
H -2.744 6.951 -0.942
H 1.505 -4.359 2.288
H 4.831 -4.194 -4.212
H 3.008 -3.557 2.570
H 3.289 -5.756 -3.072
H 3.148 -1.241 2.240
H -3.116 4.693 -1.888
H 1.325 3.459 3.178
H 1.669 -4.904 -1.409
H 3.304 2.250 2.702
H 0.740 0.542 -4.818
H 2.776 -0.497 -4.391
H 2.489 1.465 4.052
H -2.770 3.726 1.952
*
```

C42H29Co2N2O5P as an isolated structure at a distorted geometry. Source: the OMol25 dataset; level of theory: ωB97M-V/def2-TZVPD.

Computed properties:
- Max |F|: 5.61 eV Å⁻¹
- Total energy: -5210.37174 Ha
- HOMO-LUMO gap: 0.192 Ha
- HOMO energy: -0.0458 Eh

ORCA input file:
```
! wB97M-V def2-TZVPD RIJCOSX def2/J DEFGRID3
* xyz -2 1
Co -2.183 1.781 -1.241
Co 0.308 -0.091 -1.875
P -0.860 -1.998 -2.389
O -1.769 1.254 1.641
O -3.951 -0.505 -1.752
O 2.605 0.076 -3.665
O 1.378 -0.083 0.876
O -3.276 4.434 -1.943
N 7.789 1.783 5.504
N -0.195 3.216 5.213
C -2.884 3.402 -1.663
C -2.612 -2.314 1.256
C 4.417 2.542 5.453
C 3.323 -0.003 5.408
C 5.258 1.432 5.460
C -0.156 1.880 -1.571
C 2.517 -4.205 -2.107
C -0.187 5.358 -0.087
C -0.065 5.151 2.292
C -1.858 -1.677 -3.856
C 0.280 -0.272 5.300
C -1.273 -1.058 -4.938
C -2.023 -0.782 -6.067
C -2.440 -3.805 -1.063
C 0.012 3.346 -1.467
C 0.342 2.157 5.275
C -3.949 -1.732 -5.016
C 1.031 1.014 5.328
C 4.685 0.160 5.441
C -3.191 -4.267 0.004
C 2.613 -4.778 -3.360
C 1.714 0.012 -2.956
C -3.189 -2.020 -3.898
C -3.361 -1.115 -6.103
C -3.278 -3.518 1.160
C 3.059 2.388 5.418
C -1.784 -2.599 -0.969
C 0.509 -3.095 -2.773
C 0.289 3.815 2.176
C 1.659 -4.511 -4.319
C 0.400 3.235 0.945
C 0.979 -0.105 -0.192
C 0.603 -3.669 -4.022
C -1.943 1.483 0.539
C 6.637 1.612 5.484
C 2.456 1.113 5.387
C -0.290 5.918 1.158
C -3.282 0.397 -1.573
C -1.857 -1.862 0.190
C 1.459 -3.361 -1.816
C 0.124 3.976 -0.238
C -0.861 1.325 -2.725
H -0.443 5.929 -0.962
H -0.329 -0.346 4.397
H 0.643 2.187 0.870
H -2.691 -1.715 2.149
H -0.180 5.592 3.268
H -5.002 -1.961 -5.032
H -0.141 -3.444 -4.767
H -1.338 -0.922 0.266
H 0.406 3.217 3.064
H -3.872 -3.870 1.987
H -0.460 1.701 -3.663
H 0.945 -1.133 5.319
H 4.861 3.522 5.472
H 3.270 -4.404 -1.364
H 5.342 -0.694 5.447
H -3.714 -5.207 -0.070
H -0.607 6.946 1.253
H -0.386 -0.354 6.162
H -1.570 -0.278 -6.906
H -0.176 3.935 -2.348
H 2.920 -1.000 5.390
H -3.651 -2.452 -3.025
H 1.742 -4.949 -5.302
H -2.367 -4.379 -1.972
H -0.232 -0.780 -4.890
H -3.945 -0.902 -6.983
H 2.428 3.260 5.413
H 1.382 -2.892 -0.848
H 3.434 -5.439 -3.587
*
```

A 4-piece molecular cluster, C42H29O6PSSi overall. Source: the OMol25 dataset; level of theory: ωB97M-V/def2-TZVPD.

Computed properties:
- Max |F|: 0.47 eV Å⁻¹
- Total energy: -3098.43224 Ha
- HOMO-LUMO gap: 0.287 Ha
- HOMO energy: -0.3214 Eh

ORCA input file:
```
! wB97M-V def2-TZVPD RIJCOSX def2/J DEFGRID3
* xyz 0 1
S 2.324 -0.463 2.237
P 3.032 -2.140 1.511
Si 5.286 -2.242 1.534
O 0.027 -2.066 -0.920
O -2.556 0.729 2.920
O -2.842 2.366 8.021
O 4.417 4.420 -3.637
O 2.955 -0.655 -4.589
O -4.817 -3.229 -2.915
C -0.422 -5.587 -3.120
C -0.292 2.095 6.886
C 2.940 3.106 -1.652
C 1.786 1.106 -0.977
C -0.154 1.243 4.239
C 1.008 1.520 4.941
C -1.682 -5.899 -3.621
C -3.500 -1.739 -1.642
C -0.234 -4.428 -2.388
C -2.772 1.976 6.876
C -1.460 1.811 6.189
C 5.666 2.626 -7.198
C -5.096 0.939 4.068
C -6.326 1.058 4.691
C -6.399 1.468 6.018
C -1.304 -3.573 -2.151
C 2.906 1.180 -3.103
C 5.272 3.255 -6.029
C 0.937 1.950 6.262
C -1.077 -2.333 -1.352
C -2.565 -3.882 -2.661
C -4.379 0.272 -0.669
C 3.295 0.487 -4.364
C -5.243 1.762 6.720
C -3.729 -2.972 -2.447
C -3.130 0.568 -0.135
C -2.064 -0.289 -0.353
C 4.101 3.267 -3.839
C -2.750 -5.048 -3.394
C 4.504 2.569 -5.097
C 2.143 0.492 -2.166
C -2.618 1.082 4.080
C 5.295 1.308 -7.441
C 3.301 2.495 -2.848
C 2.190 2.411 -0.718
C 4.128 1.248 -5.342
C -4.005 1.646 6.099
C -3.932 1.232 4.768
C 4.527 0.620 -6.516
C -4.567 -0.879 -1.416
C -2.242 -1.439 -1.112
C -1.387 1.384 4.862
H -7.232 0.828 4.145
H 2.528 -3.322 2.082
H 4.224 -0.403 -6.689
H -5.018 0.614 3.039
H -1.090 -0.080 0.068
H -7.362 1.557 6.505
H 3.257 4.124 -1.471
H -3.735 -5.269 -3.782
H -2.995 1.460 0.461
H 6.265 3.162 -7.923
H 5.705 -3.569 1.034
H 2.722 -2.349 0.155
H 1.921 2.883 0.218
H 1.846 2.167 6.808
H -5.211 0.943 -0.498
H 5.712 -1.165 0.626
H 1.209 0.556 -0.247
H 0.741 -4.166 -1.998
H -0.115 0.903 3.213
H -5.533 -1.125 -1.836
H -1.827 -6.806 -4.192
H 5.763 -2.003 2.906
H 0.413 -6.249 -3.306
H 1.836 -0.524 -2.377
H -0.363 2.428 7.913
H 5.605 0.817 -8.354
H 5.552 4.279 -5.822
H 1.969 1.397 4.460
H -5.280 2.085 7.752
*
```

C42H32AuN3O2P2 as an isolated structure. Source: the OMol25 dataset; level of theory: ωB97M-V/def2-TZVPD.

Computed properties:
- Max |F|: 0.41 eV Å⁻¹
- Total energy: -2752.81742 Ha
- ΔE to the lowest compared entry with this formula, charge and spin: 0.0 kcal/mol
- HOMO-LUMO gap: 0.304 Ha
- HOMO energy: -0.2940 Eh

ORCA input file:
```
! wB97M-V def2-TZVPD RIJCOSX def2/J DEFGRID3
* xyz 0 1
Au -0.176 -0.116 -0.997
P -1.180 -2.241 -0.638
P -0.960 2.117 -0.911
O 2.014 -0.481 -1.940
O -2.805 -0.093 -1.803
N -0.867 -0.118 -4.020
N 2.469 -0.719 -3.096
N 2.668 -1.199 -6.461
C -3.030 3.468 -2.264
C 1.240 2.795 -2.449
C -2.914 3.548 2.393
C -2.659 2.982 1.152
C 0.259 -0.364 -4.073
C -2.868 -2.613 3.625
C -1.359 2.940 0.658
C 0.032 4.687 -1.601
C 1.954 5.019 -3.006
C -1.875 4.068 3.149
C 2.123 3.648 -3.099
C 1.548 -4.823 -2.173
C -1.007 -2.563 2.106
C 1.341 -5.995 -1.458
C -2.531 2.228 -1.875
C -4.285 -1.357 -3.202
C -0.574 4.021 2.664
C -0.220 -3.756 -0.929
C -0.425 -4.935 -0.218
C 0.172 3.303 -1.717
C -1.884 -2.458 1.025
C -3.065 -3.663 -2.170
C -0.315 3.454 1.427
C -4.707 -2.628 -3.577
C -3.742 -2.497 2.557
C -2.615 -2.413 -1.762
C -4.118 -3.772 -3.065
C 0.354 -6.051 -0.484
C -4.282 1.154 -3.211
C 0.913 5.538 -2.246
C -6.401 -0.108 -3.692
C 2.229 -0.959 -5.425
C -3.253 -2.420 1.258
C -4.727 2.416 -3.583
C 1.657 -0.671 -4.145
C 0.774 -3.707 -1.903
C -3.253 -1.283 -2.280
C -1.497 -2.649 3.397
C -4.131 3.568 -3.096
C -4.874 -0.105 -3.838
C -3.217 1.093 -2.319
C -4.488 -0.106 -5.329
H -4.810 -2.469 2.730
H 1.956 -6.863 -1.654
H -2.576 -4.553 -1.797
H 0.240 4.424 3.252
H -3.929 3.583 2.768
H -0.810 -2.737 4.228
H 0.191 -6.967 0.069
H -2.077 4.511 4.115
H -4.897 0.773 -5.831
H -3.250 -2.671 4.635
H -5.506 -2.729 -4.301
H -6.842 0.763 -4.176
H 1.395 1.724 -2.497
H -4.875 -0.998 -5.824
H -3.475 2.581 0.563
H 0.700 3.419 1.051
H -4.506 4.539 -3.387
H -3.942 -2.340 0.427
H 0.063 -2.580 1.931
H -2.548 4.371 -1.918
H -6.833 -0.992 -4.159
H -5.554 2.504 -4.277
H 2.641 5.686 -3.509
H 0.794 6.609 -2.145
H 0.943 -2.788 -2.449
H -4.465 -4.747 -3.379
H 2.943 3.230 -3.668
H -1.194 -4.985 0.544
H -6.689 -0.100 -2.640
H -3.403 -0.094 -5.437
H 2.321 -4.772 -2.928
H -0.743 5.112 -0.976
*
```

C42H33BrClN3O8RuS as an isolated structure at a distorted geometry. Source: the OMol25 dataset; level of theory: ωB97M-V/def2-TZVPD.

Computed properties:
- Max |F|: 1.58 eV Å⁻¹
- Total energy: -5913.81952 Ha
- ΔE to the lowest compared entry with this formula, charge and spin: 36.9 kcal/mol
- HOMO-LUMO gap (spin up / spin down): 0.183 / 0.180 Ha
- HOMO energy (spin up / spin down): -0.1284 / -0.1282 Eh

ORCA input file:
```
! wB97M-V def2-TZVPD RIJCOSX def2/J DEFGRID3
* xyz -1 2
Ru -1.043 0.464 -0.388
Br -1.022 5.876 -4.693
Cl -1.534 0.697 -7.580
S -0.712 -1.378 2.568
O -2.902 3.913 2.670
O -1.258 -0.168 3.098
O -5.128 2.727 4.169
O 1.206 1.145 0.155
O 0.594 -1.744 3.081
O -1.929 1.815 0.768
O -3.789 -0.276 0.747
O -5.706 0.080 3.018
N -0.632 2.630 -1.368
N -0.644 -1.266 0.940
N 0.028 -0.790 -1.603
C -3.847 0.646 1.577
C -3.355 2.781 2.510
C -2.555 -4.309 4.615
C 1.960 0.483 0.858
C -1.937 0.526 -5.894
C -0.860 4.564 -3.339
C 3.785 2.192 1.271
C 3.588 -1.567 2.044
C -3.686 -4.130 2.499
C -1.833 -0.713 -5.284
C 5.831 1.467 2.357
C -4.527 2.196 3.259
C 3.273 0.874 1.344
C -2.778 0.156 -1.728
C 1.166 -4.407 0.073
C 0.419 -3.493 0.817
C 0.419 -1.985 -1.069
C 7.195 1.788 2.895
C -2.530 0.270 -3.167
C 1.219 -2.904 -1.796
C -4.828 0.850 2.671
C -1.816 -2.724 2.981
C -2.388 1.628 -5.184
C -2.693 1.487 -3.843
C -1.781 4.508 -2.307
C 1.645 -2.534 -3.088
C 5.047 2.455 1.779
C 4.062 -0.141 1.941
C 0.039 -2.261 0.277
C -1.677 -3.309 4.230
C 0.467 -0.476 -2.812
C -3.569 -4.708 3.754
C 0.206 3.680 -3.348
C -2.130 -0.834 -3.938
C 1.575 -4.130 -1.206
C 1.277 -1.312 -3.580
C -2.802 -3.138 2.102
C 0.291 2.758 -2.323
C -2.943 1.767 1.568
C 3.019 3.354 0.692
C 5.318 0.177 2.427
C -1.631 3.512 -1.357
H 2.011 3.079 0.412
H -2.329 3.427 -0.532
H -2.591 5.220 -2.238
H 3.394 -1.992 1.056
H 0.149 -3.731 1.832
H 7.670 0.899 3.308
H 5.922 -0.602 2.878
H 0.162 0.483 -3.197
H -4.474 -4.443 1.827
H -1.518 -1.572 -5.863
H 2.270 -3.208 -3.659
H 3.538 3.736 -0.190
H -3.080 2.333 -3.292
H 1.591 -0.990 -4.563
H 7.128 2.542 3.681
H -0.880 -2.978 4.884
H -2.457 -4.771 5.588
H 1.433 -5.353 0.527
H 2.974 4.162 1.424
H -2.063 -1.805 -3.461
H 1.648 -0.521 1.157
H 2.171 -4.835 -1.771
H 5.430 3.469 1.725
H -3.071 -0.853 -1.447
H 0.963 3.723 -4.119
H -4.272 -5.470 4.066
H 7.835 2.188 2.106
H -2.506 2.580 -5.685
H 4.345 -2.177 2.534
H -3.493 0.895 -1.370
H 2.664 -1.642 2.620
H -2.884 -2.670 1.134
H 1.156 2.113 -2.233
*
```